Record 1
Computed, not measured: a single C11H12N2 molecule in a non-equilibrium geometry, with the ωB97M-V functional and the def2-TZVPD basis.

Last column: Löwdin charge in e.
Element x y z (Å)
C (0.4480, 2.2168, 1.7247)  0.0107
C (0.6099, 2.3555, 0.3819)  -0.0835
C (-0.5684, -1.3285, 2.8062)  -0.1057
C (-0.0791, 0.0103, 2.9238)  -0.0535
C (-0.8428, -1.8041, 1.5407)  -0.0746
C (-0.0448, 0.8166, 1.8096)  -0.1848
C (-0.6340, -1.0396, 0.3924)  -0.2359
C (-0.2155, 0.2897, 0.5135)  -0.1436
N (-0.8207, -1.5396, -0.8887)  -0.0231
N (0.1647, 1.2376, -0.3541)  -0.0622
C (0.1447, -1.4918, -2.0287)  -0.1863
C (0.6663, 1.1683, -1.7108)  -0.1364
C (0.1630, -0.0513, -2.6447)  -0.1551
H (0.5824, 2.9743, 2.5118)  0.1105
H (0.8595, 3.2433, -0.1603)  0.1095
H (-0.8566, -2.0479, 3.6391)  0.1156
H (0.3431, 0.3715, 3.8755)  0.1101
H (-1.4255, -2.7838, 1.4284)  0.1289
H (-1.6807, -2.1538, -0.9638)  0.1489
H (-0.0366, -2.3126, -2.8132)  0.1301
H (1.1838, -1.6787, -1.6880)  0.1089
H (1.7714, 1.1575, -1.6264)  0.1202
H (0.2998, 2.1294, -2.2010)  0.1332
H (0.8386, 0.0237, -3.5766)  0.1222
H (-0.8707, 0.2371, -2.8914)  0.0961

Its HOMO energy is -7.1378 eV. The calculation puts the energy above the lowest of the compared OMol25 structures with the same formula, charge and spin at 36.91 kcal per mole. The total energy is -535.82452 a.u. The spin multiplicity is 1. As for the frontier orbital gap: 8.03 eV. The SMILES is c1cc2c3c(c1)ccn3CCCN2. Its total charge is 0.

Record 2
Computed, not measured: a single C11H12N2S molecule in a non-equilibrium geometry, with the ωB97M-V functional and the def2-TZVPD basis.

Last column: Löwdin charge in e.
Element x y z (Å)
C (1.3137, 1.0037, 0.3799)  -0.2465
C (-0.7462, 1.0763, -1.0189)  -0.1451
C (-1.6260, 0.5003, 0.0618)  -0.2537
C (-1.5650, -0.8156, 0.4521)  -0.0247
C (-2.3804, -1.3095, 1.5142)  -0.1379
C (-3.4692, 0.6842, 1.6617)  -0.1378
C (-2.6457, 1.2251, 0.6516)  -0.0299
C (2.0807, -0.0062, -0.4194)  -0.5723
C (2.3088, -1.3120, -0.1121)  -0.1647
C (3.0915, -1.9557, -1.0557)  -0.2196
C (3.4300, -1.1751, -2.1055)  -0.4281
H (0.6994, 0.4862, 1.1776)  0.1214
H (1.9913, 1.6774, 0.9308)  0.1219
H (0.0458, 2.6584, 0.0697)  0.1138
H (-0.2663, 0.2069, -1.5334)  0.1152
H (-1.2507, 1.8249, -1.6508)  0.1244
H (-0.8077, -1.5132, 0.0580)  0.1127
H (-2.3696, -2.3557, 1.7927)  0.1034
H (-4.1401, 1.3329, 2.2246)  0.1051
H (-2.8498, 2.2947, 0.4302)  0.1182
H (1.8589, -1.7133, 0.8064)  0.1213
H (3.3560, -3.0474, -1.0475)  0.1229
H (4.0445, -1.4168, -2.9568)  0.0662
N (0.4333, 1.8483, -0.4475)  -0.0745
N (-3.2927, -0.5592, 2.0535)  0.0340
S (2.7556, 0.3603, -1.9171)  1.0542

Its HOMO energy is -8.8558 eV. The calculation puts the energy above the lowest of the compared OMol25 structures with the same formula, charge and spin at 26.11 kcal per mole. The total energy is -934.02684 a.u. The spin multiplicity is 1. As for the frontier orbital gap: 9.64 eV. The SMILES is c1csc(CNCc2ccncc2)c1. Its total charge is 0.

Record 3
Computed, not measured: a molecular structure, C11H12N3O5PPd in a non-equilibrium geometry, with the ωB97M-V functional and the def2-TZVPD basis.

Last column: Löwdin charge in e.
Element x y z (Å)
O (-3.1909, -2.1755, 1.1482)  0.1374
C (-2.2923, -1.5628, 0.8248)  0.0352
Pd (0.0000, 0.0000, 0.0000)  0.7077
O (-0.4934, -0.6683, -2.9462)  0.2547
C (-0.3404, -0.4390, -1.8278)  -0.1271
C (1.4534, 0.9910, -0.5228)  -0.2644
O (2.3705, 1.6164, -0.8527)  0.2474
C (1.1235, -1.5368, 0.1599)  -0.1507
O (1.8512, -2.4263, 0.2378)  0.2549
C (-1.1004, 1.5527, -0.1678)  -0.1507
O (-1.7110, 2.5220, -0.2874)  0.2549
C (0.5562, 2.4341, 4.8014)  -0.1468
N (-0.4900, 1.5193, 4.3126)  -0.1272
C (-0.2305, 0.1447, 4.8202)  -0.1320
N (1.1271, -0.3452, 4.4558)  -0.1283
C (2.1461, 0.6031, 4.9394)  -0.1481
N (1.8966, 1.9569, 4.4186)  -0.1177
C (2.0606, 1.9900, 2.9650)  -0.2791
P (0.8814, 0.9025, 2.0768)  0.9573
C (-0.6259, 1.5582, 2.8397)  -0.3112
C (1.2536, -0.6103, 3.0068)  -0.3122
H (0.4988, 2.5107, 5.9096)  0.1533
H (0.3848, 3.4638, 4.4153)  0.1473
H (-1.0076, -0.5598, 4.4533)  0.1397
H (-0.3211, 0.1480, 5.9295)  0.1523
H (3.1672, 0.2591, 4.6550)  0.1480
H (2.1335, 0.6306, 6.0516)  0.1532
H (1.9300, 3.0310, 2.5962)  0.1203
H (3.0963, 1.6873, 2.6960)  0.1200
H (-1.4778, 0.9081, 2.5512)  0.0861
H (-0.8353, 2.5881, 2.4799)  0.1166
H (2.2650, -0.9924, 2.7491)  0.1201
H (0.5066, -1.3856, 2.7375)  0.0890

Its HOMO energy (spin up / spin down) is -15.1674 / -15.0934 eV. Its expectation value of S² is 2.014. The total energy is -1435.24774 a.u. The spin multiplicity is 3. As for the frontier orbital gap (spin up / spin down): 7.10 / 4.91 eV. Its total charge is +2.

Record 4
Computed, not measured: a molecular structure, C11H12N4O5Yb in a non-equilibrium geometry, with the ωB97M-V functional and the def2-TZVPD basis.

Last column: Löwdin charge in e.
Element x y z (Å)
O (0.0034, 0.0043, -8.0338)  0.0625
C (-0.0069, -0.0067, -6.8900)  -0.0025
Yb (-0.0829, -0.0820, -1.8912)  1.0106
O (1.7692, -2.2118, -3.9213)  0.2283
C (1.1306, -1.4597, -3.3327)  -0.0356
C (-1.1714, 1.3949, -3.3521)  -0.0378
O (-1.7603, 2.2061, -3.9096)  0.2281
C (-1.7160, -1.3187, -3.1165)  -0.0187
O (-2.5366, -1.9510, -3.6102)  0.2251
C (1.5416, 1.1740, -3.0084)  -0.0348
O (2.3587, 1.8087, -3.5299)  0.2231
C (-0.1778, 1.3907, 0.9973)  -0.0937
N (-0.0290, -0.0306, 0.4536)  -0.2337
C (-1.1281, -0.8435, 1.0836)  -0.1268
N (-1.0898, -0.8144, 2.5635)  0.0257
C (-1.2191, 0.5843, 3.0405)  -0.0850
N (-0.1443, 1.4502, 2.4848)  0.1098
C (1.1579, 0.8740, 2.9609)  -0.0692
N (1.3441, -0.5357, 2.4878)  -0.0197
C (1.2829, -0.5600, 1.0028)  -0.1348
C (0.2092, -1.3245, 3.0452)  -0.0827
H (-1.1485, 1.7807, 0.6498)  0.1483
H (0.6399, 2.0192, 0.5976)  0.1525
H (-1.0224, -1.8817, 0.7383)  0.1510
H (-2.0958, -0.4512, 0.7340)  0.1479
H (-1.1256, 0.5990, 4.1300)  0.1611
H (-2.2002, 0.9986, 2.7654)  0.1635
H (1.9984, 1.5050, 2.6316)  0.1627
H (1.1322, 0.8606, 4.0591)  0.1586
H (1.3872, -1.6012, 0.6608)  0.1469
H (2.1186, 0.0436, 0.6044)  0.1473
H (0.2481, -1.2391, 4.1349)  0.1565
H (0.3324, -2.3821, 2.7699)  0.1654

Its HOMO energy (spin up / spin down) is -20.2896 / -20.0531 eV. The calculation puts the energy above the lowest of the compared OMol25 structures with the same formula, charge and spin at 17.25 kcal per mole. Its expectation value of S² is 0.758. The total energy is -2179.07295 a.u. The spin multiplicity is 2. As for the frontier orbital gap (spin up / spin down): 8.20 / 5.67 eV. Its total charge is +3.

Record 5
Computed, not measured: a molecular structure, C11H12NOPd, with the ωB97M-V functional and the def2-TZVPD basis.

Last column: Löwdin charge in e.
Element x y z (Å)
Pd (0.5397, -0.9170, -0.3400)  1.2694
C (0.0251, -2.9858, -0.9790)  0.0611
C (-0.5111, -2.7070, 0.3518)  -0.0169
C (0.5760, -2.4649, 1.2052)  0.0005
C (1.8043, -2.5900, 0.4078)  0.0509
C (1.4448, -2.8942, -0.9233)  -0.0140
H (-0.5704, -3.1597, -1.8720)  0.1753
H (-1.5639, -2.6961, 0.6106)  0.1657
H (0.5399, -2.2200, 2.2615)  0.1689
H (2.8099, -2.4040, 0.7762)  0.1744
H (2.1230, -3.0141, -1.7606)  0.1699
O (1.3596, 0.4866, -1.5426)  -0.1233
C (0.8756, 1.8626, -1.4224)  -0.0480
C (-0.1524, 1.8793, -0.3375)  -0.1976
C (-0.7822, 3.0527, 0.0247)  0.0580
C (-1.7308, 3.0344, 1.0357)  0.0730
C (-2.0325, 1.8285, 1.6734)  0.0332
C (-1.3836, 0.6888, 1.2821)  -0.0599
N (-0.4543, 0.7056, 0.2872)  -0.0314
H (2.0271, 0.3991, -2.2431)  0.1651
H (0.4509, 2.1663, -2.3815)  0.1699
H (1.7232, 2.5076, -1.1817)  0.1699
H (-0.5286, 3.9752, -0.4834)  0.1590
H (-2.2324, 3.9487, 1.3292)  0.1556
H (-2.7659, 1.7777, 2.4674)  0.1495
H (-1.5910, -0.2602, 1.7541)  0.1218

Its HOMO energy is -20.8639 eV. The calculation puts the energy above the lowest of the compared OMol25 structures with the same formula, charge and spin at 0.00 kcal per mole. The total energy is -682.98827 a.u. The spin multiplicity is 1. As for the frontier orbital gap: 5.19 eV. Its total charge is +3.

Record 6
Computed, not measured: 2 unconnected molecules or ions with the total composition C11H12O in a non-equilibrium geometry, with the ωB97M-V functional and the def2-TZVPD basis.

Last column: Löwdin charge in e.
Element x y z (Å)
C (-3.8407, 0.4351, -0.4412)  -0.1218
C (-3.0866, -0.4208, -1.2449)  -0.1121
C (-3.2662, 1.2095, 0.5822)  -0.0802
C (-1.6996, -0.4080, -1.1258)  -0.0264
C (-1.8771, 1.1057, 0.7745)  -0.0485
C (-1.0573, 0.4089, -0.1120)  -0.2070
C (0.4346, -1.8834, 1.2997)  -0.0675
C (1.3926, 1.1712, 0.7989)  -0.0975
C (1.7397, 0.5158, -0.5642)  -0.2334
C (0.3814, 0.4528, 0.0547)  -0.1646
C (2.7564, -0.7034, -0.6102)  -0.0589
O (-0.1071, -2.9022, 0.9921)  0.0168
H (-4.9229, 0.4393, -0.7325)  0.1083
H (-3.6999, -1.0178, -1.9675)  0.1152
H (-3.9725, 1.7137, 1.3049)  0.1185
H (-1.1339, -1.1183, -1.7990)  0.1281
H (-1.5445, 1.7630, 1.5295)  0.0951
H (1.1670, -1.8117, 2.2414)  0.0992
H (1.9342, 0.8227, 1.6771)  0.0997
H (1.3679, 2.2899, 0.7450)  0.1171
H (1.6964, 1.1548, -1.3948)  0.1112
H (3.7521, -0.2480, -0.8444)  0.0720
H (2.4738, -1.0956, -1.5998)  0.0720
H (2.9886, -1.3529, 0.2398)  0.0646

Its HOMO energy (spin up / spin down) is -7.0460 / -7.9407 eV. The calculation puts the energy above the lowest of the compared OMol25 structures with the same formula, charge and spin at 116.88 kcal per mole. The total energy is -501.39164 a.u. The spin multiplicity is 1. As for the frontier orbital gap (spin up / spin down): 7.14 / 7.80 eV. Its total charge is 0.

Copy entry 4 word for word.
Computed, not measured: a molecular structure, C11H12N4O5Yb in a non-equilibrium geometry, with the ωB97M-V functional and the def2-TZVPD basis.

Last column: Löwdin charge in e.
Element x y z (Å)
O (0.0034, 0.0043, -8.0338)  0.0625
C (-0.0069, -0.0067, -6.8900)  -0.0025
Yb (-0.0829, -0.0820, -1.8912)  1.0106
O (1.7692, -2.2118, -3.9213)  0.2283
C (1.1306, -1.4597, -3.3327)  -0.0356
C (-1.1714, 1.3949, -3.3521)  -0.0378
O (-1.7603, 2.2061, -3.9096)  0.2281
C (-1.7160, -1.3187, -3.1165)  -0.0187
O (-2.5366, -1.9510, -3.6102)  0.2251
C (1.5416, 1.1740, -3.0084)  -0.0348
O (2.3587, 1.8087, -3.5299)  0.2231
C (-0.1778, 1.3907, 0.9973)  -0.0937
N (-0.0290, -0.0306, 0.4536)  -0.2337
C (-1.1281, -0.8435, 1.0836)  -0.1268
N (-1.0898, -0.8144, 2.5635)  0.0257
C (-1.2191, 0.5843, 3.0405)  -0.0850
N (-0.1443, 1.4502, 2.4848)  0.1098
C (1.1579, 0.8740, 2.9609)  -0.0692
N (1.3441, -0.5357, 2.4878)  -0.0197
C (1.2829, -0.5600, 1.0028)  -0.1348
C (0.2092, -1.3245, 3.0452)  -0.0827
H (-1.1485, 1.7807, 0.6498)  0.1483
H (0.6399, 2.0192, 0.5976)  0.1525
H (-1.0224, -1.8817, 0.7383)  0.1510
H (-2.0958, -0.4512, 0.7340)  0.1479
H (-1.1256, 0.5990, 4.1300)  0.1611
H (-2.2002, 0.9986, 2.7654)  0.1635
H (1.9984, 1.5050, 2.6316)  0.1627
H (1.1322, 0.8606, 4.0591)  0.1586
H (1.3872, -1.6012, 0.6608)  0.1469
H (2.1186, 0.0436, 0.6044)  0.1473
H (0.2481, -1.2391, 4.1349)  0.1565
H (0.3324, -2.3821, 2.7699)  0.1654

Its HOMO energy (spin up / spin down) is -20.2896 / -20.0531 eV. The calculation puts the energy above the lowest of the compared OMol25 structures with the same formula, charge and spin at 17.25 kcal per mole. Its expectation value of S² is 0.758. The total energy is -2179.07295 a.u. The spin multiplicity is 2. As for the frontier orbital gap (spin up / spin down): 8.20 / 5.67 eV. Its total charge is +3.